Density functional theory data (the ωB97M-V functional and the def2-TZVPD basis) for a cluster of 2 separate species, C2HNO2 in total.

Output
- Kohn-Sham gap (eV) = 11.019
- LUMO level (eV) = 0.716
- E_HOMO (eV) = -10.303
- ΔE to the lowest compared entry with this formula, charge and spin (eV) = 3.639

CARTESIAN COORDINATES (ANGSTROEM)
C1 -0.812 -0.822 0.325
C2 1.828 0.253 -0.019
N1 -1.279 0.227 0.197
O1 2.067 0.398 -1.115
O2 -1.850 1.183 -0.113
H1 0.045 -1.239 0.725

Here are the natural (NBO) charges for atoms 1 to 4, given in e: atom 1 (C): -0.112, atom 2 (C): 0.486, atom 3 (N): 0.235, atom 4 (O): -0.487



Density functional theory data (the ωB97M-V functional and the def2-TZVPD basis) for a cluster of 2 separate species, C2HNO2S in total.

Output
- SMILES = C#[N+][S-].O=C=O
- Kohn-Sham gap (eV) = 8.968
- LUMO level (eV) = 0.288
- E_HOMO (eV) = -8.681
- ΔE to the lowest compared entry with this formula, charge and spin (eV) = 1.877

CARTESIAN COORDINATES (ANGSTROEM)
C1 1.026 -2.993 1.186
N1 0.225 -2.451 0.506
S1 -0.572 -1.620 -0.520
H1 1.911 -3.219 1.839
O1 3.711 -0.957 0.478
C2 3.766 0.086 0.025
O2 3.738 1.123 -0.467

Here are the natural (NBO) charges for atoms 1 to 4, given in e: atom 1 (C): 0.100, atom 2 (N): -0.420, atom 3 (S): 0.046, atom 4 (H): 0.275



Density functional theory data (the ωB97M-V functional and the def2-TZVPD basis) for a cluster of 2 separate species, C2HNO2S in total.

Output
- Kohn-Sham gap (eV) = 10.651
- LUMO level (eV) = 0.120
- E_HOMO (eV) = -10.530
- ΔE to the lowest compared entry with this formula, charge and spin (eV) = 3.826

CARTESIAN COORDINATES (ANGSTROEM)
C1 2.016 -0.176 -1.015
C2 -1.067 -1.305 0.008
N1 -1.436 -0.292 0.436
O1 1.431 -0.109 -1.985
O2 -1.520 0.956 0.802
S1 2.813 -0.316 0.301
H1 -2.237 1.242 1.453

Here are the natural (NBO) charges for atoms 1 to 4, given in e: atom 1 (C): 0.442, atom 2 (C): 0.200, atom 3 (N): -0.218, atom 4 (O): -0.441



Density functional theory data (the ωB97M-V functional and the def2-TZVPD basis) for a structure of composition C2HNO3.

Output
- Kohn-Sham gap (eV) = 8.930
- LUMO level (eV) = -0.243
- E_HOMO (eV) = -9.173
- ΔE to the lowest compared entry with this formula, charge and spin (eV) = 5.113

CARTESIAN COORDINATES (ANGSTROEM)
C1 -0.036 -0.913 0.419
C2 0.438 0.727 -0.802
N1 -0.121 1.000 0.291
O1 1.150 0.504 -1.675
O2 -1.225 1.328 0.745
O3 -1.114 -1.259 0.652
H1 0.908 -1.387 0.370

Here are the natural (NBO) charges for atoms 1 to 4, given in e: atom 1 (C): 0.474, atom 2 (C): 0.729, atom 3 (N): -0.074, atom 4 (O): -0.460



Density functional theory data (the ωB97M-V functional and the def2-TZVPD basis) for an isolated molecule of C2HNO3.

Output
- SMILES = O=CC(=O)N=O
- Kohn-Sham gap (alpha / beta) (eV) = 7.684 / 7.627
- LUMO level (alpha / beta) (eV) = -2.933 / -3.035
- E_HOMO (alpha / beta) (eV) = -10.617 / -10.663
- ΔE to the lowest compared entry with this formula, charge and spin (eV) = 5.378

CARTESIAN COORDINATES (ANGSTROEM)
O1 -1.582 0.974 0.142
C1 -1.043 -0.072 -0.215
C2 0.404 -0.258 -0.118
O2 0.633 -1.448 -0.716
N1 0.993 0.793 0.656
O3 2.168 1.062 0.822
H1 -1.572 -1.051 -0.571

Here are the natural (NBO) charges for atoms 1 to 4, given in e: atom 1 (O): -0.452, atom 2 (C): 0.322, atom 3 (C): 0.406, atom 4 (O): -0.431



Density functional theory data (the ωB97M-V functional and the def2-TZVPD basis) for a structure of composition C2HNO3.

Output
- Kohn-Sham gap (eV) = 10.762
- LUMO level (eV) = -0.313
- E_HOMO (eV) = -11.075
- ΔE to the lowest compared entry with this formula, charge and spin (eV) = 4.103

CARTESIAN COORDINATES (ANGSTROEM)
C1 -0.950 -0.131 0.075
O1 -0.874 1.039 0.651
N1 0.314 0.998 -0.385
C2 1.063 -0.086 0.016
O2 0.011 -1.031 0.393
O3 2.198 -0.378 -0.156
H1 -1.762 -0.410 -0.595

Here are the natural (NBO) charges for atoms 1 to 4, given in e: atom 1 (C): 0.589, atom 2 (O): -0.346, atom 3 (N): -0.266, atom 4 (C): 0.815



Density functional theory data (the ωB97M-V functional and the def2-TZVPD basis) for an isolated molecule of C2HNOS.

Output
- SMILES = N#CC(O)=S
- Kohn-Sham gap (eV) = 8.583
- LUMO level (eV) = -1.214
- E_HOMO (eV) = -9.797
- ΔE to the lowest compared entry with this formula, charge and spin (eV) = 1.355

CARTESIAN COORDINATES (ANGSTROEM)
N1 1.748 -1.073 -0.181
C1 0.693 -0.778 0.043
C2 -0.516 -0.023 -0.095
O1 -0.330 1.267 -0.183
S1 -1.962 -0.812 -0.094
H1 0.367 1.419 0.510

Here are the natural (NBO) charges for atoms 1 to 4, given in e: atom 1 (N): -0.222, atom 2 (C): 0.157, atom 3 (C): 0.110, atom 4 (O): -0.607



Density functional theory data (the ωB97M-V functional and the def2-TZVPD basis) for a structure of composition C2HNaO4.

Output
- Kohn-Sham gap (eV) = 7.738
- LUMO level (eV) = -1.231
- E_HOMO (eV) = -8.968
- ΔE to the lowest compared entry with this formula, charge and spin (eV) = 1.255

CARTESIAN COORDINATES (ANGSTROEM)
O1 -0.359 -2.487 -0.869
C1 -0.838 -1.535 -0.309
O2 -0.121 -0.445 -0.007
C2 0.816 0.119 -0.912
O3 1.934 0.294 -0.417
O4 0.641 -0.138 -2.119
Na1 2.726 -1.340 -2.545
H1 -1.923 -1.367 -0.202

Here are the natural (NBO) charges for atoms 1 to 4, given in e: atom 1 (O): -0.580, atom 2 (C): 0.672, atom 3 (O): -0.579, atom 4 (C): 0.959



Density functional theory data (the ωB97M-V functional and the def2-TZVPD basis) for a cluster of 2 separate species, C2HO2P in total.

Output
- SMILES = O=C=O.C#P
- Kohn-Sham gap (eV) = 9.958
- LUMO level (eV) = -0.097
- E_HOMO (eV) = -10.055
- ΔE to the lowest compared entry with this formula, charge and spin (eV) = 0.422

CARTESIAN COORDINATES (ANGSTROEM)
O1 0.535 1.424 3.851
C1 0.118 0.660 3.102
O2 -0.316 -0.100 2.380
C2 -0.509 0.413 -1.304
P1 -2.015 0.941 -1.355
H1 0.496 0.635 -0.991

Here are the natural (NBO) charges for atoms 1 to 4, given in e: atom 1 (O): -0.517, atom 2 (C): 1.018, atom 3 (O): -0.502, atom 4 (C): -0.739



Density functional theory data (the ωB97M-V functional and the def2-TZVPD basis) for a structure of composition C2HO2S2.

Output
- total charge = -1
- Kohn-Sham gap (alpha / beta) (eV) = 7.469 / 7.469
- LUMO level (alpha / beta) (eV) = 3.166 / 3.166
- E_HOMO (alpha / beta) (eV) = -4.303 / -4.303
- ΔE to the lowest compared entry with this formula, charge and spin (eV) = 1.478

CARTESIAN COORDINATES (ANGSTROEM)
C1 -0.362 -1.146 0.285
C2 -0.371 0.518 0.478
O1 -0.317 -1.315 -0.943
O2 -0.411 -1.889 1.209
S1 -1.688 1.343 0.568
S2 1.340 1.787 -0.508
H1 1.810 0.701 -1.090

Here are the natural (NBO) charges for atoms 1 to 4, given in e: atom 1 (C): 0.756, atom 2 (C): -0.211, atom 3 (O): -0.697, atom 4 (O): -0.667



Density functional theory data (the ωB97M-V functional and the def2-TZVPD basis) for a structure of composition C2HO2S2.

Output
- total charge = -1
- Kohn-Sham gap (alpha / beta) (eV) = 7.109 / 7.116
- LUMO level (alpha / beta) (eV) = 3.043 / 3.047
- E_HOMO (alpha / beta) (eV) = -4.065 / -4.070
- ΔE to the lowest compared entry with this formula, charge and spin (eV) = 2.058

CARTESIAN COORDINATES (ANGSTROEM)
C1 -1.054 -0.227 -1.431
C2 0.301 0.171 -1.029
O1 -0.628 -1.386 -1.481
O2 -2.077 0.441 -1.484
S1 1.638 0.312 2.641
S2 1.478 0.081 -0.048
H1 0.343 0.608 2.831

Here are the natural (NBO) charges for atoms 1 to 4, given in e: atom 1 (C): 0.703, atom 2 (C): -0.255, atom 3 (O): -0.584, atom 4 (O): -0.651



Density functional theory data (the ωB97M-V functional and the def2-TZVPD basis) for the ion C2HO3PS with charge -2.

Output
- SMILES = O=P([O-])([O-])C#CS
- total charge = -2
- Kohn-Sham gap (eV) = 4.786
- LUMO level (eV) = 5.206
- E_HOMO (eV) = 0.420
- ΔE to the lowest compared entry with this formula, charge and spin (eV) = 0.380

CARTESIAN COORDINATES (ANGSTROEM)
O1 0.273 4.292 1.730
P1 0.653 3.662 0.444
O2 -0.373 3.013 -0.425
O3 1.693 4.365 -0.331
C1 1.498 1.836 0.983
C2 0.969 0.733 1.026
S1 0.435 -0.812 0.580
H1 -0.401 -0.592 -0.349

Here are the natural (NBO) charges for atoms 1 to 4, given in e: atom 1 (O): -1.224, atom 2 (P): 2.427, atom 3 (O): -1.227, atom 4 (O): -1.243



Density functional theory data (the ωB97M-V functional and the def2-TZVPD basis) for a structure of composition C2HO3Pt.

Output
- Kohn-Sham gap (alpha / beta) (eV) = 8.166 / 6.249
- 2S+1 = 4
- LUMO level (alpha / beta) (eV) = 0.043 / -2.968
- E_HOMO (alpha / beta) (eV) = -8.124 / -9.217
- ΔE to the lowest compared entry with this formula, charge and spin (eV) = 1.456
- <S²> = 3.76

CARTESIAN COORDINATES (ANGSTROEM)
C1 -1.754 0.763 0.190
O1 -0.450 0.865 -0.362
C2 -0.159 -0.525 -0.326
O2 -1.229 -1.027 0.098
O3 1.039 -0.760 -0.103
Pt1 2.106 0.611 0.116
H1 -2.408 0.585 -0.692

Here are the natural (NBO) charges for atoms 1 to 4, given in e: atom 1 (C): 0.193, atom 2 (O): -0.591, atom 3 (C): 0.924, atom 4 (O): -0.532



Density functional theory data (the ωB97M-V functional and the def2-TZVPD basis) for the ion C2HO3S with charge -1.

Output
- SMILES = O=COC([O-])=S
- total charge = -1
- Kohn-Sham gap (eV) = 7.580
- LUMO level (eV) = 3.844
- E_HOMO (eV) = -3.736
- ΔE to the lowest compared entry with this formula, charge and spin (eV) = 0.039

CARTESIAN COORDINATES (ANGSTROEM)
O1 1.504 1.213 -0.012
C1 1.249 0.042 -0.003
O2 0.117 -0.598 0.004
C2 -1.241 0.030 0.004
O3 -1.338 1.226 0.010
S1 -2.356 -1.186 -0.004
H1 2.065 -0.727 0.001

Here are the natural (NBO) charges for atoms 1 to 4, given in e: atom 1 (O): -0.606, atom 2 (C): 0.664, atom 3 (O): -0.571, atom 4 (C): 0.517



Density functional theory data (the ωB97M-V functional and the def2-TZVPD basis) for the ion C2HO3S with charge -1.

Output
- SMILES = C#CS(=O)(=O)[O-]
- total charge = -1
- Kohn-Sham gap (eV) = 8.981
- LUMO level (eV) = 3.990
- E_HOMO (eV) = -4.990
- ΔE to the lowest compared entry with this formula, charge and spin (eV) = 3.292

CARTESIAN COORDINATES (ANGSTROEM)
C1 -0.854 0.162 1.648
C2 -0.396 0.155 0.557
S1 0.449 -0.209 -0.962
O1 1.435 -1.053 -0.415
O2 1.074 1.201 -1.495
O3 -0.473 -0.869 -1.945
H1 -1.236 0.611 2.612

Here are the natural (NBO) charges for atoms 1 to 4, given in e: atom 1 (C): -0.294, atom 2 (C): -0.297, atom 3 (S): 2.314, atom 4 (O): -0.984



Density functional theory data (the ωB97M-V functional and the def2-TZVPD basis) for a cluster of 2 separate species, C2HO4S in total.

Output
- total charge = -1
- Kohn-Sham gap (alpha / beta) (eV) = 7.598 / 7.840
- LUMO level (alpha / beta) (eV) = 2.675 / 2.909
- E_HOMO (alpha / beta) (eV) = -4.923 / -4.931
- ΔE to the lowest compared entry with this formula, charge and spin (eV) = 5.507

CARTESIAN COORDINATES (ANGSTROEM)
C1 0.980 -0.273 -0.172
C2 0.679 1.067 0.032
O1 -1.273 -1.100 -1.442
O2 1.273 2.107 0.203
O3 -1.961 -1.385 1.586
O4 -0.761 1.044 -0.171
S1 -0.734 -0.590 -0.208
H1 1.796 -0.870 0.172

Here are the natural (NBO) charges for atoms 1 to 4, given in e: atom 1 (C): -0.824, atom 2 (C): 0.690, atom 3 (O): -0.912, atom 4 (O): -0.635



Density functional theory data (the ωB97M-V functional and the def2-TZVPD basis) for a cluster of 2 separate species, C2HO5S in total.

Output
- total charge = -1
- Kohn-Sham gap (eV) = 3.299
- LUMO level (eV) = 1.373
- E_HOMO (eV) = -1.926
- ΔE to the lowest compared entry with this formula, charge and spin (eV) = 2.815

CARTESIAN COORDINATES (ANGSTROEM)
C1 -2.381 0.647 -0.063
C2 -1.065 1.061 0.107
O1 -0.705 2.399 -0.100
O2 -3.154 -0.163 -0.503
O3 2.299 -3.444 0.045
O4 3.314 -1.487 -0.913
O5 -0.353 0.450 1.009
S1 2.149 -2.000 -0.115
H1 -0.103 2.537 0.534

Here are the natural (NBO) charges for atoms 1 to 4, given in e: atom 1 (C): 0.323, atom 2 (C): 0.381, atom 3 (O): -0.732, atom 4 (O): -0.604



Density functional theory data (the ωB97M-V functional and the def2-TZVPD basis) for a structure of composition C2I2S2.

Output
- Kohn-Sham gap (eV) = 6.763
- LUMO level (eV) = -1.162
- E_HOMO (eV) = -7.925
- ΔE to the lowest compared entry with this formula, charge and spin (eV) = 2.573

CARTESIAN COORDINATES (ANGSTROEM)
C1 -0.714 -0.409 2.090
C2 0.387 0.791 -0.932
S1 0.507 0.049 1.178
S2 -0.806 0.249 -1.800
I1 -2.612 -0.531 1.464
I2 1.969 2.200 -1.280

Here are the natural (NBO) charges for atoms 1 to 4, given in e: atom 1 (C): -0.559, atom 2 (C): -0.571, atom 3 (S): 0.456, atom 4 (S): 0.201



Density functional theory data (the ωB97M-V functional and the def2-TZVPD basis) for a structure of composition C2I3O2.

Output
- total charge = -1
- Kohn-Sham gap (eV) = 7.651
- LUMO level (eV) = 2.596
- E_HOMO (eV) = -5.055
- ΔE to the lowest compared entry with this formula, charge and spin (eV) = 0.000

CARTESIAN COORDINATES (ANGSTROEM)
C1 0.474 0.127 -0.061
C2 -1.158 -0.007 -0.036
O1 0.898 0.172 1.062
O2 0.932 0.263 -1.147
I1 -1.864 1.961 0.168
I2 -1.900 -1.028 -1.806
I3 -1.942 -1.064 1.657

Here are the natural (NBO) charges for atoms 1 to 4, given in e: atom 1 (C): 0.719, atom 2 (C): -0.686, atom 3 (O): -0.717, atom 4 (O): -0.698



Density functional theory data (the ωB97M-V functional and the def2-TZVPD basis) for a structure of composition C2InNO9.

Output
- total charge = -2
- Kohn-Sham gap (eV) = 2.189
- LUMO level (eV) = 1.461
- E_HOMO (eV) = -0.728
- ΔE to the lowest compared entry with this formula, charge and spin (eV) = 4.516

CARTESIAN COORDINATES (ANGSTROEM)
In1 0.795 -1.959 0.615
C1 2.525 -2.614 -4.270
O1 1.366 -2.285 -3.930
O2 3.163 -3.159 -3.279
O3 2.863 -2.200 -5.382
C2 -0.027 3.020 -1.235
O4 -0.739 2.904 -0.232
O5 -0.507 3.693 -2.117
O6 0.704 2.124 -1.541
N1 -2.570 0.127 5.344
O7 -2.598 1.217 5.917
O8 -1.642 -0.074 4.542
O9 -3.333 -0.794 5.569

Here are the natural (NBO) charges for atoms 1 to 4, given in e: atom 1 (In): 0.885, atom 2 (C): 0.902, atom 3 (O): -0.591, atom 4 (O): -0.723